Entry 1:
{
  "formula": "C13H14Br2N2OS4SbTc",
  "method": "ωB97M-V/def2-TZVPD",
  "homo_energy_ev": -7.773,
  "energy_ha": -7750.3499,
  "de_lowest_kcal_mol": 0.0,
  "multiplicity": 1,
  "species": ["Tc", "Br", "C", "Br", "H", "H", "S", "Sb", "S", "S", "S", "C", "C", "O", "H", "H", "H", "C", "C", "C", "C", "C", "C", "C", "H", "H", "H", "H", "H", "N", "C", "C", "C", "N", "H", "H", "H", "H"],
  "xyz": [[0.711741, -0.315251, -0.693408], [-0.651260, -2.500428, 0.284406], [-2.574694, -2.089870, 0.498499], [-3.267767, -0.924132, -0.860454], [-2.690722, -1.619858, 1.466801], [-3.076712, -3.047972, 0.461675], [3.247153, -0.086678, -5.085814], [3.363193, -0.300477, -2.883185], [1.663377, -2.202947, -2.240227], [2.324110, 1.266799, -1.472853], [5.057645, -1.286442, -1.748312], [-0.918887, -2.343281, -3.308376], [0.163471, -1.449254, -2.778858], [0.080383, -0.214511, -2.834626], [-1.879978, -1.841224, -3.245843], [-0.938690, -3.309925, -2.809730], [-0.670517, -2.516515, -4.359148], [-0.325399, 0.805114, 0.022905], [-1.236985, 1.754488, 0.584251], [-1.739450, 2.772820, -0.236770], [-2.640737, 3.684901, 0.275191], [-3.051844, 3.596108, 1.601015], [-2.549537, 2.595256, 2.418796], [-1.642847, 1.676488, 1.916578], [-1.409410, 2.825134, -1.266126], [-3.029694, 4.472353, -0.356690], [-3.760582, 4.310640, 1.997622], [-2.863148, 2.536849, 3.452821], [-1.237929, 0.899410, 2.552638], [3.242529, -0.806745, 0.939282], [3.802457, -0.953847, 2.144169], [2.800867, -0.825404, 3.085780], [1.642254, -0.618953, 2.339020], [1.924519, -0.596806, 1.037904], [3.750487, -0.859017, 0.038482], [4.859245, -1.134679, 2.235837], [2.894928, -0.877128, 4.155159], [0.628429, -0.475015, 2.671588]],
  "atomic_forces_ev_per_a": [[0.4, -0.3, 0.4], [-0.5, 0.2, 0.0], [0.3, 0.0, -0.1], [0.1, -0.2, 0.3], [0.1, 0.1, -0.1], [0.0, 0.0, -0.1], [-0.1, 0.0, 0.0], [0.5, -0.1, -0.1], [0.2, -0.3, 0.0], [-0.1, 0.1, 0.1], [-0.1, 0.1, 0.0], [0.1, 0.1, 0.0], [-0.2, -0.2, -0.5], [-0.3, 0.0, 0.1], [0.0, 0.0, 0.0], [0.0, 0.0, 0.0], [0.0, 0.0, 0.0], [-0.1, 0.3, 0.1], [-0.3, 0.3, -0.1], [0.1, -0.2, 0.0], [-0.1, 0.1, 0.1], [0.0, 0.0, -0.1], [0.0, 0.0, 0.1], [0.0, -0.1, 0.0], [0.0, 0.0, 0.0], [0.0, 0.0, 0.0], [0.0, 0.0, 0.0], [0.0, 0.0, 0.0], [0.0, 0.0, 0.0], [0.2, 0.0, 0.2], [-0.1, 0.1, 0.0], [0.0, -0.1, 0.0], [0.0, 0.1, 0.0], [0.0, -0.1, -0.2], [-0.1, 0.0, -0.1], [0.0, 0.0, 0.0], [0.0, 0.0, 0.0], [0.0, 0.0, 0.0]],
  "mulliken_charge": [0.08, -0.01, -0.56, -0.10, 0.34, 0.44, -0.56, 0.94, -0.36, -0.50, -0.65, -1.25, 0.98, -0.50, 0.28, 0.33, 0.37, 0.05, 0.85, -0.40, -0.60, -0.37, -0.75, -0.14, 0.48, 0.39, 0.40, 0.41, 0.28, 0.22, -0.14, -1.10, -0.41, 0.26, 0.17, 0.44, 0.39, 0.29]
}



Entry 2:
{
  "formula": "C13H14BrN2SSeSn",
  "method": "ωB97M-V/def2-TZVPD",
  "homo_energy_ev": -11.286,
  "total_charge": 1,
  "energy_ha": -6200.9932,
  "de_lowest_kcal_mol": 20.6,
  "multiplicity": 1,
  "species": ["Sn", "Br", "C", "C", "C", "C", "C", "C", "C", "C", "C", "C", "H", "H", "H", "H", "H", "H", "C", "N", "C", "S", "N", "C", "H", "H", "H", "H", "H", "H", "H", "H", "Se"],
  "xyz": [[-0.922035, 1.557247, 0.068552], [-2.184050, -0.125072, -2.137512], [-0.525335, -0.362104, -3.057061], [-0.554434, -1.201846, -4.156781], [0.628732, -1.396369, -4.901651], [1.800538, -0.841786, -4.370472], [1.753869, 0.125291, -3.337988], [2.954691, 0.725909, -2.895661], [2.987769, 1.617847, -1.865357], [1.805294, 1.856992, -1.072430], [0.606140, 1.218947, -1.402995], [0.580520, 0.362906, -2.578339], [-1.426651, -1.688637, -4.516643], [0.741236, -2.042214, -5.756704], [2.724432, -1.064445, -4.897952], [3.871140, 0.459660, -3.457343], [3.839669, 2.217221, -1.539857], [1.857457, 2.653819, -0.421027], [-3.076995, 0.250752, 4.389611], [-2.448095, 0.195152, 3.070239], [-1.248128, -0.272969, 2.832112], [-0.481649, -0.451460, 1.324122], [-0.657396, -0.910068, 3.806255], [0.771888, -1.464572, 3.757132], [-3.934283, 0.928331, 4.335557], [-2.376359, 0.618085, 5.139750], [-3.427440, -0.747267, 4.636850], [-2.954452, 0.591047, 2.259375], [-1.229556, -1.114492, 4.645307], [1.278351, -1.234760, 4.755123], [1.309768, -1.030620, 2.998985], [0.501202, -2.518610, 3.632680], [-2.565835, 3.088080, 0.714137]],
  "atomic_forces_ev_per_a": [[-0.3, 0.2, -1.5], [-0.2, 0.0, 0.1], [-1.0, -0.4, -0.3], [1.0, 0.8, -0.2], [1.6, 0.5, 1.9], [-1.4, 0.2, -1.5], [0.7, -0.7, 1.0], [1.3, 0.3, -0.4], [-0.9, 0.4, 1.0], [-0.5, -2.0, -3.4], [1.1, 0.5, 0.0], [-0.3, -0.2, 0.3], [-0.9, -0.1, 0.2], [-0.5, -0.1, -0.1], [0.1, 0.3, 0.3], [-0.6, 0.4, 0.4], [0.2, -0.6, -0.5], [0.0, 1.3, 1.9], [-0.1, 0.1, -0.5], [-1.1, 1.3, -1.4], [-0.6, -0.9, 0.7], [0.4, 0.0, -1.1], [1.7, -0.3, 1.9], [-3.0, -0.8, 3.6], [0.3, -0.2, 0.0], [0.0, 0.0, 0.0], [-0.1, -0.1, 0.3], [0.4, -0.1, 0.8], [0.9, 0.2, -0.8], [-0.8, -0.5, -1.4], [1.1, 0.8, -1.8], [1.3, 0.0, -0.1], [0.2, -0.2, 0.2]],
  "mulliken_charge": [0.78, -0.23, 0.76, -0.62, -0.62, -0.77, 0.88, -0.62, -0.73, -0.76, -0.17, 0.49, 0.44, 0.41, 0.33, 0.33, 0.38, 0.57, -1.13, 0.00, 0.80, -0.40, -0.26, -0.93, 0.34, 0.41, 0.38, 0.13, 0.24, 0.28, 0.41, 0.36, -0.46]
}



Entry 3:
{
  "formula": "C13H14CeN2",
  "method": "ωB97M-V/def2-TZVPD",
  "homo_energy_ev": [-15.321, -15.321],
  "total_charge": 2,
  "energy_ha": -1087.5495,
  "multiplicity": 1,
  "species": ["Ce", "C", "H", "H", "H", "H", "H", "C", "C", "C", "C", "C", "C", "N", "N", "C", "C", "C", "C", "C", "C", "H", "H", "H", "H", "H", "H", "H", "H", "H"],
  "xyz": [[-0.944115, -0.832437, 0.701146], [-3.021518, -0.865024, -0.411224], [-3.048165, -1.981111, -0.236767], [-3.646943, -0.250741, 0.275852], [-3.197962, -0.589474, -1.461344], [-0.281553, 0.072829, -1.215876], [0.231594, 0.367671, -0.739037], [5.403586, -1.073292, 0.198050], [4.489076, -1.286101, -0.849325], [3.153665, -0.927799, -0.704771], [2.738022, -0.355326, 0.525872], [3.664878, -0.064646, 1.540332], [4.986628, -0.453938, 1.392180], [1.396947, -0.142534, 0.810600], [1.106619, 0.256800, 2.060745], [0.020030, 1.106451, 2.242043], [-0.254929, 1.465435, 3.610796], [-1.523589, 1.941106, 3.896047], [-2.463280, 2.183794, 2.893526], [-2.130758, 1.934686, 1.543708], [-0.915249, 1.350724, 1.203090], [6.439985, -1.364876, 0.075900], [4.802255, -1.731415, -1.803859], [2.384139, -1.048029, -1.480987], [3.316388, 0.450328, 2.438814], [5.678110, -0.259281, 2.221429], [0.501847, 1.228754, 4.345303], [-1.817824, 2.095821, 4.930302], [-3.467066, 2.541536, 3.111122], [-2.835240, 2.232509, 0.774432]],
  "atomic_forces_ev_per_a": [[-0.9, 0.5, 0.2], [1.1, 0.0, 0.3], [-0.5, 0.7, -0.1], [0.2, -0.6, -0.3], [0.1, -0.2, 0.4], [-0.2, 0.2, -0.7], [0.0, 0.3, -0.5], [-0.5, 0.2, 0.1], [-0.5, 0.0, -0.6], [-0.3, 0.0, 0.3], [-0.4, -0.6, 0.6], [0.9, 0.0, 0.4], [-0.2, 0.2, 0.1], [-0.3, 1.2, 1.9], [1.7, -0.2, -2.1], [-1.2, -0.6, 1.0], [-0.1, -0.6, -1.5], [0.0, 0.1, 0.6], [0.4, -0.1, -0.9], [-0.4, 0.4, 0.3], [0.3, -0.6, 0.3], [-0.1, 0.0, 0.0], [0.0, 0.2, 0.6], [0.7, -0.2, 0.2], [0.3, -0.3, -0.3], [-0.2, -0.1, -0.6], [-0.1, 0.2, 0.2], [0.1, 0.1, -0.1], [0.3, 0.1, 0.2], [-0.1, -0.2, 0.0]],
  "mulliken_charge": [1.29, -1.05, 0.37, 0.35, 0.37, 0.32, 0.03, -0.37, -0.62, -0.39, 0.48, -0.02, -0.64, 0.12, -0.64, 0.68, -0.52, -0.55, -0.51, -0.96, 0.33, 0.43, 0.39, 0.35, 0.47, 0.39, 0.49, 0.41, 0.46, 0.57]
}



Entry 4:
{
  "formula": "C13H14F3NOS2",
  "method": "ωB97M-V/def2-TZVPD",
  "homo_energy_ev": -7.815,
  "energy_ha": -1729.6562,
  "multiplicity": 1,
  "species": ["C", "N", "C", "C", "F", "F", "F", "O", "H", "H", "H", "C", "C", "C", "C", "C", "S", "C", "C", "C", "S", "C", "C", "H", "H", "H", "H", "H", "H", "H", "H", "H", "H", "H"],
  "xyz": [[1.700830, -1.631267, -0.210666], [0.426579, -1.121449, 0.211034], [-0.155670, -1.687291, 1.241841], [0.711748, -1.874163, 2.555225], [1.478404, -3.008225, 2.471921], [1.559820, -0.820470, 2.771450], [-0.068983, -1.986995, 3.658410], [-1.342439, -2.064765, 1.374221], [2.543267, -1.211136, 0.368159], [1.794029, -2.731692, -0.175444], [1.831865, -1.311884, -1.251512], [2.878374, 1.100412, -2.671589], [1.711829, 0.587533, -3.255875], [0.506900, 0.629434, -2.565116], [0.468805, 1.148728, -1.258018], [-0.744071, 1.030438, -0.471585], [-0.921878, 1.968466, 0.939659], [-2.134653, 1.038540, 1.923035], [-3.412686, 0.652589, 1.198320], [-3.097493, -0.214023, -0.005138], [-2.192995, 0.656952, -1.295065], [1.634623, 1.685570, -0.680241], [2.833269, 1.638181, -1.379656], [3.815563, 1.089820, -3.224759], [1.732193, 0.167136, -4.260716], [-0.412586, 0.234774, -3.007919], [-1.616804, 0.159107, 2.330369], [-2.343739, 1.739892, 2.746791], [-4.036884, 0.070140, 1.883670], [-3.959041, 1.551377, 0.893679], [-2.498470, -1.110166, 0.258772], [-4.008981, -0.516652, -0.532907], [1.581946, 2.111267, 0.327524], [3.737329, 2.029823, -0.907874]],
  "atomic_forces_ev_per_a": [[0.9, 0.7, 0.0], [-1.5, -0.5, 0.4], [-0.6, -0.4, 0.6], [0.2, -0.5, 0.0], [-0.4, 0.8, 0.3], [-0.6, -0.8, -0.1], [0.7, 0.1, -0.7], [1.0, 0.8, 0.2], [0.0, -0.1, -0.2], [-0.3, 0.4, -0.1], [0.2, -0.2, 0.1], [-0.4, 0.0, 0.2], [0.0, 0.3, 0.0], [0.2, 0.0, 0.1], [0.5, 0.4, -0.3], [0.0, 0.3, -0.7], [0.8, -0.4, 1.0], [-0.2, 0.3, 0.5], [0.2, 0.0, -0.1], [-0.6, -0.2, -0.2], [-0.1, -1.1, -0.5], [-0.1, -0.1, -0.1], [0.0, 0.2, -0.1], [-0.2, -0.1, 0.2], [0.1, 0.1, 0.2], [0.5, 0.0, 0.1], [-0.2, 0.3, -0.2], [0.1, -0.3, -0.2], [0.1, 0.1, 0.0], [0.0, -0.1, 0.1], [-0.3, 0.4, -0.1], [0.1, 0.0, 0.2], [0.2, -0.3, -0.4], [-0.3, -0.1, -0.2]],
  "mulliken_charge": [-1.12, 0.10, -0.05, 0.90, -0.27, -0.27, -0.25, -0.74, 0.30, 0.36, 0.30, -0.32, -0.76, -0.41, -0.11, 1.30, -0.07, -0.33, -0.63, -0.43, -0.11, -0.32, -0.73, 0.40, 0.37, 0.30, 0.08, 0.46, 0.35, 0.31, 0.21, 0.47, 0.32, 0.38]
}



Entry 5:
{
  "formula": "C13H14FN4O6S2",
  "method": "ωB97M-V/def2-TZVPD",
  "homo_energy_ev": -6.895,
  "total_charge": -1,
  "energy_ha": -2070.4421,
  "multiplicity": 1,
  "species": ["C", "S", "O", "O", "N", "S", "O", "O", "C", "O", "N", "C", "O", "F", "H", "H", "H", "H", "N", "C", "C", "C", "C", "C", "H", "H", "H", "H", "H", "N", "C", "C", "C", "C", "C", "H", "H", "H", "H", "H"],
  "xyz": [[-0.597245, -3.936293, 2.073838], [-0.464758, -2.720965, 0.641307], [-1.130997, -3.336062, -0.563603], [1.041100, -2.660298, 0.316944], [-1.089406, -1.199606, 1.124901], [-2.753105, -1.034618, 0.777917], [-3.151493, 0.356722, 1.272993], [-3.113132, -1.079178, -0.687905], [-3.857398, -2.223522, 1.689871], [-3.592457, -2.436462, 2.914493], [-5.034630, -2.890462, 1.097403], [-4.692656, -4.029979, 0.251116], [-4.999311, -5.225232, 0.514446], [-4.013951, -3.850063, -0.998448], [-1.628346, -4.431519, 2.044036], [-0.518232, -3.308904, 3.026219], [0.272727, -4.695526, 2.035081], [-5.744127, -3.131798, 1.806403], [3.954072, 0.702184, -2.486885], [3.227512, -0.186079, -1.785911], [1.844047, -0.162552, -1.710520], [1.167239, 0.836815, -2.393990], [1.891592, 1.768726, -3.124568], [3.272517, 1.657932, -3.140465], [3.802016, -0.945880, -1.266178], [1.307819, -0.905420, -1.131734], [0.084201, 0.889271, -2.357955], [1.394654, 2.562256, -3.669269], [3.882964, 2.360334, -3.699990], [1.475981, 5.372606, 1.336923], [0.566291, 4.385213, 1.396870], [0.754602, 3.127966, 0.845130], [1.949825, 2.872652, 0.188488], [2.906874, 3.874751, 0.109683], [2.624535, 5.097337, 0.697057], [-0.352663, 4.634585, 1.917535], [-0.013511, 2.368036, 0.926250], [2.134110, 1.902496, -0.256878], [3.850410, 3.709121, -0.395945], [3.342330, 5.911415, 0.665339]],
  "atomic_forces_ev_per_a": [[-0.1, 0.4, 0.7], [2.6, -1.5, -3.7], [0.2, 1.3, 3.2], [-3.8, 0.9, 2.0], [-1.9, -2.5, -0.5], [0.3, 5.6, -4.1], [1.1, -4.2, 0.2], [0.9, -1.3, 3.6], [0.4, -1.8, 5.1], [-1.3, 1.1, -5.1], [2.3, -0.5, -1.6], [-0.6, -4.5, -0.8], [1.0, 5.6, -0.8], [-1.8, 0.6, 3.7], [1.6, 0.7, -0.1], [-0.1, -0.9, -1.3], [-1.5, 1.4, -0.3], [1.0, -0.3, -0.4], [-0.6, 0.1, 0.0], [0.4, 0.3, -0.3], [-0.2, 0.0, -0.1], [-0.1, 0.0, -0.2], [0.0, -0.1, 0.0], [0.4, -0.3, 0.2], [-0.1, 0.0, 0.0], [0.1, 0.0, 0.0], [0.1, 0.0, 0.0], [0.0, 0.0, 0.0], [-0.1, 0.0, 0.0], [0.1, -0.5, -0.2], [0.3, 0.5, 0.0], [0.1, 0.0, -0.1], [0.1, -0.1, 0.0], [-0.1, 0.0, 0.1], [-0.5, 0.2, 0.3], [0.0, -0.1, 0.0], [0.0, 0.0, 0.0], [0.0, 0.1, 0.1], [0.0, 0.0, 0.0], [0.0, 0.0, 0.0]],
  "mulliken_charge": [-0.84, 1.00, -0.58, -0.70, -0.40, 1.11, -0.70, -0.61, 0.28, -0.52, -0.15, 0.59, -0.52, -0.16, 0.24, 0.28, 0.33, 0.34, -0.63, -0.18, -0.01, -0.33, -0.31, -0.32, 0.40, 0.22, 0.47, 0.38, 0.36, -0.61, -0.29, -0.57, -0.10, -0.44, -0.26, 0.38, 0.58, 0.56, 0.38, 0.34]
}



Entry 6:
{
  "formula": "C13H14HgIN2O5S2",
  "method": "ωB97M-V/def2-TZVPD",
  "homo_energy_ev": [-1.297, -1.329],
  "total_charge": -2,
  "s2": 0.757,
  "energy_ha": -2236.9868,
  "de_lowest_kcal_mol": 2.6,
  "multiplicity": 2,
  "species": ["Hg", "O", "C", "C", "C", "C", "C", "C", "C", "O", "N", "O", "O", "H", "H", "H", "H", "C", "C", "S", "C", "C", "S", "H", "H", "H", "H", "H", "H", "N", "C", "O", "C", "I", "H", "H", "H", "H"],
  "xyz": [[0.283253, 0.762082, 0.803226], [3.149480, 0.482505, 1.148241], [3.695533, -0.499224, 0.701425], [3.161545, -1.862693, 0.622475], [4.069451, -2.841675, 0.260681], [3.715135, -4.174273, 0.210332], [2.395076, -4.562116, 0.517331], [1.475063, -3.621478, 0.856166], [1.789526, -2.209022, 0.931328], [0.889559, -1.400699, 1.262151], [4.697777, -5.165795, -0.142997], [5.849426, -4.804938, -0.367103], [4.343422, -6.339635, -0.206505], [4.745135, -0.421928, 0.336876], [5.089971, -2.561982, 0.027236], [2.137320, -5.611297, 0.473667], [0.452845, -3.893030, 1.084267], [-1.250660, 4.730551, -0.781897], [-0.823217, 3.545940, 0.064003], [0.648348, 2.755169, -0.543932], [-1.565272, 3.214288, 1.139903], [-2.816743, 4.017519, 1.442210], [-1.283255, 1.904626, 2.304532], [-0.546101, 4.894233, -1.596538], [-1.299587, 5.649435, -0.187785], [-2.241183, 4.568909, -1.217416], [-2.573450, 5.048934, 1.725161], [-3.370739, 3.565407, 2.262831], [-3.481837, 4.053551, 0.576088], [-3.797008, -1.080087, -0.852938], [-2.798214, -0.204378, -1.256727], [-1.716779, -0.196521, -0.666068], [-3.119605, 0.623430, -2.395171], [-5.442989, 2.262557, -1.725930], [-3.639479, -1.439681, 0.075597], [-4.731867, -0.737637, -1.026669], [-3.708332, 0.186097, -3.187714], [-2.381531, 1.362841, -2.670350]],
  "atomic_forces_ev_per_a": [[0.1, 0.1, 0.0], [0.0, 0.0, 0.0], [0.0, -0.2, 0.2], [-0.1, 0.2, -0.1], [0.1, 0.0, 0.0], [0.1, -0.2, 0.0], [0.0, 0.0, 0.0], [0.0, 0.1, 0.0], [0.1, -0.2, -0.1], [0.0, 0.1, 0.0], [-0.2, 0.2, 0.0], [-0.1, -0.1, 0.0], [0.1, 0.0, 0.0], [0.0, 0.0, 0.0], [0.0, 0.0, 0.0], [0.0, 0.0, 0.0], [0.0, 0.0, 0.0], [0.0, -0.1, 0.0], [0.0, 0.1, 0.0], [-0.1, -0.1, 0.1], [0.0, 0.1, 0.0], [0.1, 0.0, 0.0], [0.0, 0.0, -0.1], [0.0, 0.0, 0.0], [0.0, 0.0, 0.0], [0.0, 0.0, 0.0], [0.0, 0.0, 0.0], [0.0, 0.0, 0.0], [0.0, 0.0, 0.0], [0.0, -0.1, -0.1], [-0.1, 0.1, 0.1], [0.0, -0.1, -0.1], [0.6, -0.4, -0.3], [-0.2, 0.1, 0.0], [0.0, 0.0, 0.0], [0.0, 0.1, 0.1], [-0.2, 0.1, 0.1], [-0.1, 0.1, 0.1]],
  "mulliken_charge": [1.09, -0.47, -0.34, 0.71, -0.34, -0.23, -0.37, -0.55, 0.30, -0.83, 0.97, -0.67, -0.67, 0.24, 0.40, 0.43, 0.42, -1.41, 0.58, -0.58, 0.58, -1.38, -0.64, 0.38, 0.29, 0.24, 0.28, 0.38, 0.21, -0.53, 0.84, -0.52, -1.35, -0.71, 0.26, 0.24, 0.39, 0.35]
}